Record 1
The following is a DFT calculation (ωB97M-V/def2-TZVPD) of a molecular structure, C2BiF3NO5S2 in a non-equilibrium geometry.

Results
Spin multiplicity: 2
HOMO (alpha / beta), eV: -8.01 / -8.00
F_max, eV/A: 5.6
ΔE to the lowest compared entry with this formula, charge and spin, kJ/mol: 0.00
Calculated total energy, eV: -49459.6074
HOMO-LUMO gap (alpha / beta), eV: 4.65 / 4.37

Geometry (Å):
1 O -1.02159 0.98704 1.32121
2 O 1.48525 1.48661 1.45727
3 O -0.61478 -0.13329 -2.24251
4 F 2.10022 0.46685 -3.39366
5 N 0.60784 -0.45712 0.00732
6 O -3.16527 -0.26772 2.56705
7 O -2.46532 -2.31194 1.77147
8 S 0.45737 0.45593 -1.34452
9 Bi -2.28745 1.97732 2.50540
10 F 2.02249 -1.44218 -2.39601
11 C 2.01351 -0.12805 -2.20161
12 C -2.69690 -1.19577 2.00237
13 S 0.47547 0.35758 1.43873
14 F 3.08915 0.20472 -1.49248

Atomic partial charges in e from the Mulliken method, atoms 1 to 8: O -0.391; O -0.569; O -0.639; F -0.229; N -0.407; O -0.500; O -0.207; S 0.415


Record 2
The following is a DFT calculation (ωB97M-V/def2-TZVPD) of a single C2Br2F2O molecule in a non-equilibrium geometry.

Results
HOMO, eV: -11.17
F_max, eV/A: 10.3
ΔE to the lowest compared entry with this formula, charge and spin, kJ/mol: 128.56
Calculated total energy, eV: -149639.4396
HOMO-LUMO gap, eV: 9.70
SMILES: O=C(Br)C(F)(F)Br

Geometry (Å):
1 Br -2.07466 -1.25979 0.15864
2 C 0.51976 -0.19744 0.38438
3 O -0.59231 0.48685 -1.59640
4 F 1.21854 0.86883 0.23045
5 F 0.29250 -0.39120 1.69640
6 C -0.73771 -0.09451 -0.35204
7 Br 1.34368 -1.74343 -0.38029

The net atomic charges from Mulliken, expressed in e, are: Br 0.036; C 0.589; O -0.452; F -0.169; F -0.198; C 0.215; Br -0.021


Record 3
The following is a DFT calculation (ωB97M-V/def2-TZVPD) of a molecular structure, C2Br6O2S in a non-equilibrium geometry.

Results
HOMO (alpha / beta), eV: -9.61 / -8.57
F_max, eV/A: 2.3
Calculated total energy, eV: -437254.0869
HOMO-LUMO gap (alpha / beta), eV: 8.31 / 5.58

Geometry (Å):
1 C 1.94487 1.64420 1.11980
2 Br 0.60592 1.78346 2.45557
3 Br 1.54933 2.24445 -0.55391
4 O 0.02679 -1.15452 1.10176
5 Br -1.17309 0.25342 -2.84864
6 S -0.24076 -0.11656 0.14519
7 C -0.80698 -1.12441 -1.50653
8 Br 0.64127 -2.11162 -2.22898
9 Br 3.02217 0.20743 1.01296
10 O -1.36876 0.77740 0.23359
11 Br -2.32756 -2.03294 -1.04251

Atomic partial charges in e from the Mulliken method, atoms 1 to 8: C 0.030; Br 0.005; Br 0.019; O -0.369; Br 0.010; S 0.710; C -0.262; Br 0.039


Record 4
The following is a DFT calculation (ωB97M-V/def2-TZVPD) of 2 unconnected molecules or ions with the total composition C2BrF3O in a non-equilibrium geometry.

Results
HOMO, eV: -10.95
F_max, eV/A: 2.9
ΔE to the lowest compared entry with this formula, charge and spin, kJ/mol: 123.21
Calculated total energy, eV: -82313.8082
HOMO-LUMO gap, eV: 11.32

Geometry (Å):
1 C -0.56226 -1.48146 1.65260
2 O 0.02218 -0.03551 -1.08653
3 F 0.26588 1.88291 -2.25392
4 F -1.09254 -0.36371 2.04952
5 C 0.59790 0.95397 -1.38055
6 Br 2.22352 1.45897 -0.80603
7 F -1.45469 -2.41517 1.82490

The net atomic charges from Mulliken, expressed in e, are: C 0.169; O -0.343; F -0.145; F -0.073; C 0.535; Br -0.044; F -0.100


Record 5
The following is a DFT calculation (ωB97M-V/def2-TZVPD) of a single C2BrF3O molecule in a non-equilibrium geometry.

Results
HOMO (alpha / beta), eV: -8.86 / -8.73
F_max, eV/A: 2.5
ΔE to the lowest compared entry with this formula, charge and spin, kJ/mol: 283.82
Calculated total energy, eV: -82312.1436
HOMO-LUMO gap (alpha / beta), eV: 8.63 / 8.82

Geometry (Å):
1 C -1.13881 -0.49166 0.27789
2 F 0.93828 1.65769 -0.03208
3 Br 2.76064 -0.25340 0.04513
4 O 0.11881 -0.50142 -0.13255
5 F -1.95203 -1.47835 -0.03993
6 C 1.03120 0.39265 -0.38898
7 F -1.75809 0.67449 0.27053

The net atomic charges from Mulliken, expressed in e, are: C 0.410; F -0.156; Br -0.106; O -0.116; F -0.166; C 0.314; F -0.181


Record 6
The following is a DFT calculation (ωB97M-V/def2-TZVPD) of 2 unconnected molecules or ions with the total composition C2BrF3OS in a non-equilibrium geometry.

Results
HOMO (alpha / beta), eV: -10.40 / -8.98
F_max, eV/A: 4.8
ΔE to the lowest compared entry with this formula, charge and spin, kJ/mol: 262.38
Calculated total energy, eV: -93148.3762
HOMO-LUMO gap (alpha / beta), eV: 8.95 / 5.87

Geometry (Å):
1 C 2.04040 0.81466 0.26495
2 C -1.41534 -0.42989 -0.06021
3 Br 2.58748 -0.80334 -0.28315
4 F -2.26080 -1.39643 0.29360
5 S -1.19288 0.86125 1.10228
6 F -0.34844 -1.06451 -0.48795
7 F -1.88176 0.09771 -1.18398
8 O 2.47134 1.92056 0.35445

The net atomic charges from Mulliken, expressed in e, are: C 0.349; C 0.561; Br 0.061; F -0.204; S -0.068; F -0.168; F -0.210; O -0.322